Entry from the OMol25 dataset: a 2-piece molecular cluster, C2HO2S2 overall at a distorted geometry (ωB97M-V with the def2-TZVPD basis set).

Properties
ΔE to the lowest compared entry with this formula, charge and spin	90.2	kcal/mol
HOMO level	-0.155	hartree
orbital gap	7.45	eV
LUMO energy	3.223	eV
charge	-1

CARTESIAN COORDINATES (ANGSTROEM)
C (0.9451, 0.4448, -0.6325)
C (-0.1423, -0.2682, 0.1795)
O (0.7333, 1.6725, -0.4874)
O (1.6407, -0.1928, -1.3787)
S (-0.8045, 0.3327, 1.7480)
S (-1.8614, 0.2004, 0.0686)
H (-0.5108, -2.1893, 0.5024)

Forces on atoms 1 to 2 (eV/Å):
-1.3526 2.0381 -0.2929
-2.2952 -3.4251 2.1156

Atom charges from the Löwdin analysis, given in e for atoms 1 to 4: atom 1 (C): -0.874, atom 2 (C): -0.847, atom 3 (O): -0.089, atom 4 (O): -0.012

---

Entry from the OMol25 dataset: C19H20N3O3PdS3Sb as an isolated structure (ωB97M-V with the def2-TZVPD basis set).

Properties
ΔE to the lowest compared entry with this formula, charge and spin	0.0	kcal/mol
HOMO level (alpha / beta)	-0.155 / -0.176	hartree
orbital gap (alpha / beta)	6.59 / 6.08	eV
LUMO energy (alpha / beta)	2.365 / 1.294	eV
multiplicity	4
charge	-1

CARTESIAN COORDINATES (ANGSTROEM)
Pd (0.2545, 0.2230, 0.1177)
S (3.2130, 3.4935, 2.6714)
Sb (2.2619, 2.7789, 0.7141)
S (2.7093, 0.6241, 0.0132)
S (-0.0738, 2.4099, 0.9402)
C (-4.9065, 1.6910, -1.3414)
N (-4.1155, 0.7430, -0.5815)
C (-4.6448, 0.1400, 0.6312)
C (-2.8028, 0.5328, -0.8383)
C (-2.1864, 1.2012, -2.0380)
O (-2.1418, -0.1843, -0.0853)
H (-5.8723, 1.8056, -0.8555)
H (-5.0833, 1.3497, -2.3641)
H (-4.4339, 2.6742, -1.3823)
H (-5.7164, 0.3214, 0.6786)
H (-4.1666, 0.5538, 1.5214)
H (-4.4639, -0.9343, 0.6313)
H (-2.8823, 1.3179, -2.8689)
H (-1.3358, 0.6002, -2.3484)
H (-1.8201, 2.1870, -1.7422)
O (0.2169, -1.2487, -1.8016)
C (0.2600, -2.2105, -1.0195)
N (0.2802, -3.5307, -1.3427)
C (0.2184, -4.3324, -0.1347)
C (0.2935, -3.1998, 0.9530)
O (0.2908, -3.4563, 2.1384)
N (0.2940, -2.0066, 0.3246)
C (1.3914, -5.2755, 0.0354)
C (2.4763, -5.2565, -0.8306)
C (3.5477, -6.1200, -0.6371)
C (3.5471, -7.0031, 0.4294)
C (2.4715, -7.0128, 1.3097)
C (1.4022, -6.1565, 1.1154)
C (-1.1294, -5.0490, -0.0633)
C (-2.2437, -4.4148, 0.4817)
C (-3.4855, -5.0306, 0.4516)
C (-3.6343, -6.2855, -0.1226)
C (-2.5302, -6.9215, -0.6682)
C (-1.2866, -6.3063, -0.6360)
H (0.1070, -3.8527, -2.2774)
H (2.4913, -4.5508, -1.6504)
H (4.3867, -6.0907, -1.3210)
H (4.3822, -7.6751, 0.5824)
H (2.4712, -7.6883, 2.1561)
H (0.5734, -6.1515, 1.8102)
H (-2.1419, -3.4373, 0.9364)
H (-4.3396, -4.5264, 0.8863)
H (-4.6050, -6.7652, -0.1405)
H (-2.6324, -7.9025, -1.1158)
H (-0.4255, -6.8172, -1.0498)

Forces on atoms 1 to 2 (eV/Å):
0.0768 -0.1464 -0.0119
-0.0701 -0.0525 -0.2637

Atom charges from the Löwdin analysis, given in e for atoms 1 to 4: atom 1 (Pd): 0.503, atom 2 (S): -0.315, atom 3 (Sb): 0.038, atom 4 (S): -0.185